# 1
The following is a DFT calculation (the ωB97M-V functional and the def2-TZVPD basis) of a cluster of 5 separate species, C36H58F12IN2O9PS2 in total.

Geometry as XYZ:
```
121
Properties=species:S:1:pos:R:3:forces:R:3
C 4.112455 1.189303 2.854613 -2.1 0.1 -0.4
C 3.051250 1.291420 2.272767 1.0 0.1 0.0
P 1.491819 1.526744 1.417732 -0.5 0.4 0.9
C -0.041991 1.166605 2.397385 0.2 -0.6 -0.5
C -1.279390 0.994117 1.502101 0.2 0.3 0.9
C -2.531885 0.894806 2.412578 0.4 0.7 -1.4
C -3.704470 1.686006 1.807501 -0.1 -0.9 0.7
N -4.269264 2.649363 2.768227 0.3 0.6 -2.1
C -3.262642 3.643839 3.192442 0.1 0.2 1.8
C -3.220797 3.805778 4.716660 0.2 -0.1 0.2
C -1.884081 4.329334 5.223867 -0.1 0.8 -0.2
C -1.510357 5.626795 4.494302 0.2 -0.6 -0.4
C -5.433910 3.251907 2.326983 -0.5 0.4 0.4
S -6.220882 4.368264 3.210831 0.0 0.4 0.1
S -6.179512 2.776955 0.753072 -0.2 -1.0 -0.3
C -5.817684 4.127586 -0.408251 0.7 0.3 0.5
C -4.436328 4.811279 -0.233049 -1.3 0.4 0.0
C -4.643530 6.296020 0.075988 0.8 -0.5 -0.2
C 1.550069 -0.328591 0.794277 1.0 -0.3 -0.7
C 1.539969 -0.438194 -0.699205 -0.4 0.1 0.7
O 0.759785 0.093322 -1.407588 0.0 0.1 -0.4
I 3.096133 -1.722902 -1.548774 0.1 0.0 -0.1
N 1.468037 3.218492 1.976922 -0.1 -0.3 -0.8
C 2.305543 4.103350 1.161273 0.3 0.7 1.0
C 2.714395 5.348049 1.980308 -0.6 0.3 -0.1
C 1.986577 6.642148 1.535242 1.0 -0.2 0.0
C 2.998217 7.609113 0.896782 -0.7 -0.4 0.0
H 4.825136 1.138550 3.623403 0.9 -0.1 0.1
H 1.446503 1.953500 0.056287 0.1 -0.2 0.1
H 0.119433 0.243119 2.947727 0.2 -0.2 0.1
H -0.218996 1.919156 3.152469 0.1 0.5 0.0
H -1.198532 0.116165 0.872910 0.1 -0.1 -0.2
H -1.350276 1.854338 0.840953 -0.1 0.1 -0.1
H -2.795988 -0.149963 2.465298 -0.2 -0.3 0.5
H -2.273220 1.300189 3.380983 -0.1 -0.2 0.4
H -3.453178 2.174428 0.868681 0.3 0.1 -0.1
H -4.471057 0.967277 1.562199 -0.3 0.0 -0.1
H -3.455684 4.630157 2.784612 -0.2 0.0 -0.4
H -2.253257 3.365209 2.892676 -0.1 -0.4 -0.4
H -3.980422 4.509241 5.030758 -0.3 0.2 -0.1
H -3.496257 2.868850 5.188991 0.1 -0.3 0.1
H -1.068046 3.619147 5.104939 0.0 -0.3 0.0
H -1.969525 4.574273 6.276331 0.0 -0.2 0.3
H -2.356355 6.298759 4.410817 -0.2 0.2 0.2
H -0.665505 6.133500 4.941678 0.1 0.2 0.2
H -1.208548 5.374007 3.479081 0.1 0.1 -0.2
H -6.605626 4.866727 -0.350212 -0.2 0.1 0.1
H -5.861749 3.668871 -1.385939 -0.2 -0.3 -0.2
H -3.910796 4.747662 -1.175756 0.4 -0.3 -0.1
H -3.879496 4.326997 0.558078 0.3 -0.1 0.0
H -5.091207 6.770570 -0.787593 -0.3 0.2 -0.1
H -3.665484 6.751525 0.211337 0.1 0.3 0.2
H -5.242906 6.439089 0.965371 -0.2 0.1 0.1
H 0.725962 -0.935135 1.153038 -0.2 0.0 0.1
H 2.477440 -0.755252 1.152546 0.0 -0.3 0.2
H 0.504092 3.524970 1.869522 -0.1 0.1 0.2
H 3.207377 3.578765 0.861015 0.1 -0.3 -0.1
H 1.793819 4.469567 0.269893 0.0 -0.3 -0.3
H 2.490519 5.161186 3.021547 0.0 -0.3 0.3
H 3.784315 5.519161 1.932016 0.2 0.0 -0.1
H 1.225058 6.402001 0.800897 -0.3 -0.1 -0.1
H 1.510609 7.103293 2.391439 -0.3 0.2 0.1
H 3.498492 8.194372 1.657948 0.2 0.2 0.0
H 2.501794 8.255074 0.184299 0.0 0.4 0.0
H 3.719103 7.021303 0.343787 0.3 0.1 -0.2
C 0.962283 -5.121265 -2.550607 -0.3 -0.1 0.1
C 1.968197 -6.140265 -2.064621 0.2 0.6 -0.1
O 1.473845 -6.837909 -0.899441 0.0 -0.1 0.2
C 0.619356 -7.818298 -1.132104 0.3 0.3 -0.3
O 0.222398 -8.178812 -2.200114 -0.2 -0.2 0.1
C 0.218305 -8.477055 0.195911 -0.2 -0.2 0.4
F -0.083055 -7.562529 1.127615 0.0 0.1 0.0
F 1.222030 -9.226352 0.668934 0.1 0.0 -0.1
F -0.842490 -9.263402 0.040648 0.0 0.0 -0.1
H 0.693014 -4.438298 -1.743857 0.1 0.1 0.0
H 1.372370 -4.543956 -3.378043 0.1 0.0 0.0
H 0.044788 -5.603799 -2.888389 0.1 -0.1 -0.1
H 2.882200 -5.640933 -1.748120 -0.1 -0.1 0.3
H 2.235672 -6.845959 -2.833621 -0.1 -0.3 0.1
C 4.996621 2.558327 -2.393584 -0.2 0.1 0.1
C 5.532866 3.579420 -3.375263 0.3 -0.5 0.1
O 4.551591 4.596352 -3.656531 -0.1 0.2 -0.1
C 4.434517 5.555625 -2.752192 0.3 -0.4 -0.1
O 5.058822 5.654080 -1.738274 -0.1 0.2 0.2
C 3.375906 6.570266 -3.207035 -0.5 0.3 -0.1
F 2.270357 5.961184 -3.651692 0.0 -0.1 0.0
F 3.841778 7.334342 -4.203578 0.2 -0.1 0.0
F 3.026166 7.367156 -2.203563 0.1 0.0 0.0
H 4.061348 2.132252 -2.758663 0.1 -0.1 -0.1
H 5.717989 1.754624 -2.250910 0.0 0.0 0.0
H 4.792349 3.013179 -1.424431 0.1 0.0 0.0
H 5.748011 3.104948 -4.330021 -0.2 0.1 -0.1
H 6.454977 4.036669 -3.018881 -0.1 0.2 0.1
C -3.993606 -6.155164 1.739769 -0.2 0.1 0.2
C -3.608741 -4.896553 0.992739 0.4 -0.5 0.0
O -4.716114 -3.977477 0.909682 -0.1 0.2 -0.1
C -4.945356 -3.241694 1.986890 0.3 -0.4 -0.2
O -4.327865 -3.270340 3.009048 -0.1 0.2 0.2
C -6.120023 -2.288952 1.720587 -0.6 0.3 0.0
F -7.147744 -2.917737 1.141915 0.1 -0.1 0.0
F -5.732817 -1.298021 0.904072 0.2 0.0 -0.1
F -6.564778 -1.740829 2.845459 0.2 0.0 0.1
H -4.870643 -6.615476 1.283988 0.1 0.0 -0.1
H -3.171484 -6.869850 1.724662 0.0 0.0 0.0
H -4.241227 -5.936905 2.777948 0.1 0.0 0.0
H -3.347286 -5.136240 -0.035622 -0.2 0.1 -0.1
H -2.748138 -4.406145 1.446292 -0.1 0.1 0.1
C 4.263662 -11.681217 -5.447321 -0.3 0.1 0.1
C 4.804863 -10.533590 -6.272660 0.3 -0.5 0.0
O 3.790940 -9.537036 -6.507887 -0.1 0.2 -0.1
C 3.566513 -8.691789 -5.515738 0.3 -0.4 -0.1
O 4.116928 -8.678097 -4.455178 -0.1 0.2 0.2
C 2.496535 -7.674930 -5.933485 -0.5 0.3 -0.2
F 1.451671 -8.263620 -6.518467 0.0 -0.1 0.0
F 2.998104 -6.787567 -6.802500 0.2 0.0 0.0
F 2.048303 -7.001790 -4.874018 0.1 -0.1 -0.2
H 3.377265 -12.105572 -5.919523 0.1 0.0 -0.1
H 5.017007 -12.461341 -5.344948 0.0 0.0 0.0
H 3.975215 -11.348487 -4.450956 0.1 0.0 0.0
H 5.104251 -10.887210 -7.256655 -0.2 0.2 -0.1
H 5.677292 -10.077533 -5.806630 -0.1 0.1 0.1
```
Forces are in eV/Å.

Relative energy (zero: lowest compared OMol25 entry of this formula, charge and spin)   0.00 kJ/mol
SMILES   C#C[PH](CCCCN(CCCC)C(=S)SCCC)(CC(=O)I)NCCCC.CCOC(=O)C(F)(F)F.CCOC(=O)C(F)(F)F.CCOC(=O)C(F)(F)F.CCOC(=O)C(F)(F)F
Multiplicity   1
F_max   2.2 eV/Å
Electronic energy   -4826.92961 Eh
Molar mass   1112.85 g/mol
HOMO   -7.98 eV

Atom charges from the Mulliken analysis, given in e for atoms 1 to 2: 0.33 -1.39

---

# 2
The following is a DFT calculation (the ωB97M-V functional and the def2-TZVPD basis) of a structure of composition C36H58N6O3OsSSeSi2.

Geometry as XYZ:
```
108
Properties=species:S:1:pos:R:3:forces:R:3
Os -0.426447 0.553134 0.131717 0.3 0.2 0.4
C 0.018696 3.658497 1.752738 0.0 0.0 -0.1
Si -1.300183 2.294961 1.675204 -0.2 -0.4 0.1
C -2.830458 3.327479 1.273379 0.0 -0.1 -0.1
C -1.798404 1.594897 3.353773 0.1 0.2 0.1
C -2.128223 2.371290 4.473047 0.1 0.0 0.0
C -2.631104 1.786525 5.621778 0.0 -0.1 0.0
C -2.849520 0.409243 5.652249 0.0 0.1 0.0
C -2.550610 -0.358216 4.539664 -0.1 0.0 -0.1
C -2.006827 0.218536 3.381574 -0.1 -0.2 0.0
Si -1.664423 -0.785664 1.791996 -0.1 0.2 -0.1
C -3.398929 -1.289734 1.240827 0.0 0.0 0.0
C -1.000698 -2.441751 2.450410 -0.1 0.0 0.1
H -0.125476 4.240500 2.668984 0.1 0.0 0.0
H -0.143771 4.330098 0.906892 0.0 0.0 0.0
H 1.050254 3.319936 1.708697 0.0 0.0 0.0
H -3.054154 3.895702 2.180827 0.0 0.0 0.0
H -3.703701 2.717983 1.040369 0.0 0.0 0.0
H -2.663847 4.048161 0.474235 0.0 0.0 0.0
H -1.986113 3.448773 4.451483 0.0 0.0 0.0
H -2.871394 2.393824 6.486180 0.0 0.0 0.0
H -3.263143 -0.054532 6.539966 0.0 0.0 0.0
H -2.741508 -1.426180 4.575105 0.0 0.0 0.0
H -3.931798 -1.627072 2.135620 0.0 0.0 0.0
H -3.370121 -2.115533 0.528816 0.0 0.0 0.0
H -3.966380 -0.468958 0.801817 0.0 0.0 0.0
H -1.758679 -2.809137 3.149655 0.0 0.0 0.0
H -0.048219 -2.437249 2.973342 0.0 0.1 0.0
H -0.933620 -3.153987 1.630391 0.0 0.0 0.1
C 2.264322 -2.385296 1.587341 0.0 0.0 0.0
N 2.134609 -1.476756 2.709729 0.1 0.1 -0.1
C 3.036059 -1.797668 3.803217 0.0 0.0 0.0
C 1.537793 -0.269372 2.601088 0.2 0.1 0.0
N 1.388564 0.362196 1.396199 0.2 -0.2 0.3
C 2.618893 0.387662 0.710549 -0.1 0.0 -0.2
C 3.858470 0.424254 1.350107 0.0 0.0 0.0
C 5.037503 0.339635 0.623077 0.0 0.0 0.0
C 4.986353 0.225662 -0.759175 0.0 0.0 0.0
C 3.760336 0.272603 -1.405636 -0.1 0.0 0.1
C 2.576136 0.438100 -0.683986 -0.1 -0.1 0.1
N 1.333607 0.646443 -1.288911 0.0 0.1 -0.5
C 1.446514 1.349574 -2.433283 0.1 0.0 0.0
N 0.892045 0.960734 -3.580966 0.0 0.0 0.0
C 0.578803 1.876444 -4.666732 0.0 0.0 0.0
C 0.441521 -0.406322 -3.784796 0.0 0.0 0.0
N 2.193233 2.494950 -2.460017 0.0 0.0 0.0
C 3.137632 2.770407 -3.525870 0.0 0.0 0.0
C 2.458880 3.219450 -1.233003 0.0 0.1 0.0
N 1.225849 0.325853 3.767019 -0.4 0.0 0.0
C 1.425501 1.745871 3.986137 0.1 0.0 -0.1
C 0.757037 -0.376561 4.955468 0.1 0.1 0.0
H 3.253053 -2.288939 1.127174 0.0 0.0 0.0
H 1.501889 -2.187271 0.844296 0.0 0.0 0.0
H 2.131889 -3.406086 1.950846 0.0 0.0 0.0
H 4.029476 -1.979344 3.382988 0.0 0.0 0.0
H 2.712406 -2.696419 4.332739 0.0 0.0 0.0
H 3.102727 -0.975937 4.509607 0.0 0.0 0.0
H 3.903761 0.514366 2.430575 0.0 0.0 0.0
H 5.989134 0.354064 1.138327 0.0 0.0 0.0
H 5.896508 0.108539 -1.333038 0.0 0.0 0.0
H 3.708123 0.188668 -2.485170 0.0 0.0 0.0
H 1.194957 1.658652 -5.543353 0.0 0.0 0.0
H 0.749026 2.901159 -4.350162 -0.1 0.0 0.0
H -0.469534 1.756597 -4.928243 0.0 0.0 0.0
H 0.926437 -1.061877 -3.066932 0.0 0.0 0.0
H 0.701834 -0.698399 -4.804427 0.0 0.0 0.0
H -0.636692 -0.481904 -3.650262 0.1 0.0 0.0
H 3.004236 2.074233 -4.348389 0.1 0.0 0.0
H 4.157041 2.659484 -3.140128 0.0 0.0 0.0
H 3.017788 3.788645 -3.903880 0.0 0.0 0.0
H 1.664610 3.033025 -0.519207 -0.1 0.0 0.0
H 2.482562 4.287563 -1.458216 0.0 0.0 0.0
H 3.420325 2.929362 -0.793462 0.0 0.0 0.0
H 1.889380 2.182460 3.111032 0.0 0.0 0.0
H 0.488975 2.253094 4.206265 0.0 0.0 0.0
H 2.097248 1.860634 4.842809 0.0 0.0 0.0
H 0.686859 -1.444019 4.782302 -0.1 0.0 -0.1
H -0.230437 0.006147 5.216699 0.1 0.0 0.0
H 1.440709 -0.194825 5.789325 0.0 0.0 0.0
C -3.031156 3.392513 -2.031431 -0.3 -0.1 0.1
S -1.922553 2.023279 -1.788189 0.7 0.3 0.4
O -1.770184 1.420992 -3.084018 -0.2 0.1 0.0
O -2.440674 1.096805 -0.746227 0.2 0.0 -0.5
O -0.678441 2.600394 -1.193602 -0.3 0.2 -0.3
H -3.336489 3.374967 -3.073096 0.0 0.0 0.0
H -2.493478 4.306511 -1.799672 0.0 0.0 0.0
H -3.894260 3.294889 -1.379107 0.0 0.0 0.0
C -2.650002 -5.039050 -5.548382 0.0 0.0 0.0
C -2.138195 -4.232182 -4.386438 0.0 0.0 0.0
C -2.894669 -3.236613 -3.800569 0.0 0.0 0.0
C -2.435149 -2.474897 -2.725559 0.0 0.0 0.0
C -3.355387 -1.419219 -2.196768 0.0 0.0 0.1
C -1.163007 -2.715282 -2.200936 0.2 0.1 -0.2
Se -0.297506 -1.854876 -0.681679 -0.4 -0.4 0.3
C -0.371233 -3.730975 -2.786917 0.0 0.0 0.0
C 1.024754 -4.115458 -2.345010 0.0 0.0 0.0
C -0.875692 -4.458545 -3.856141 0.0 0.0 0.0
H -3.682958 -4.780701 -5.780609 0.0 0.0 0.0
H -2.611275 -6.108863 -5.335211 0.0 0.0 0.0
H -2.051943 -4.864496 -6.445362 0.0 0.0 0.0
H -3.890816 -3.029873 -4.180497 0.0 0.0 0.0
H -4.346632 -1.835635 -2.005254 0.0 0.0 0.0
H -3.460501 -0.608992 -2.919533 0.0 0.0 0.0
H -2.977175 -0.988526 -1.280779 0.0 0.0 0.0
H 1.392959 -3.536966 -1.504884 0.0 0.0 0.0
H 1.726642 -3.984953 -3.172367 0.0 0.0 0.0
H 1.049343 -5.170081 -2.063247 0.0 0.0 0.0
H -0.249492 -5.235197 -4.286881 0.0 0.0 0.0
```
Forces are in eV/Å.

Relative energy (zero: lowest compared OMol25 entry of this formula, charge and spin)   51.77 kJ/mol
Multiplicity   1
F_max   0.8 eV/Å
Electronic energy   -5430.13979 Eh
Molar mass   980.33 g/mol
HOMO   -6.52 eV

Atom charges from the Mulliken analysis, given in e for atoms 1 to 2: 3.79 -1.35

---

> Which value of relative energy (zero: lowest compared OMol25 entry of this formula, charge and spin) does entry 2 give?

51.77 kJ/mol

---

> Which of these has the highest F_max?

C36H58F12IN2O9PS2